# 1
The following is a quantum chemistry calculation of a molecular structure, C21H48Cl2GdN3O5S2Si in a non-equilibrium geometry, from OMol25.

Results
Kohn-Sham gap (alpha / beta) in Eh: 0.334 / 0.236
HOMO (alpha / beta) in eV: -14.12 / -14.06
Electronic energy in eV: -112687.06203
⟨S²⟩: 16.068
Net charge: +2
ΔE to the lowest compared entry with this formula, charge and spin in kcal per mole: 3.29
Spin multiplicity: 8

```
83
Properties=species:S:1:pos:R:3:forces:R:3:lowdin_spin:R:1
Gd -1.3536 1.1180 0.0901 0.315 -0.214 -1.238 6.82
Cl -0.2116 3.0982 1.9473 0.551 0.602 0.230 -0.01
Cl -1.8896 1.0763 3.0382 -0.086 -0.123 0.816 -0.01
S -3.1581 2.5854 -1.9856 0.214 -0.046 -0.414 -0.01
S -1.0635 -1.3899 0.8103 -0.277 -0.342 0.232 0.20
Si 1.0374 -1.3572 0.6191 0.080 0.857 -0.200 0.02
O -3.7740 0.9265 0.4476 -0.019 -0.975 -0.173 0.00
O 1.6287 -2.0430 -0.7145 -0.170 0.106 0.072 0.00
O -3.0817 2.9287 1.0536 -0.063 -0.016 -0.017 -0.01
O 1.8319 -1.8647 1.9153 -0.143 -0.002 -0.407 0.00
O 1.2591 0.3069 0.2998 -0.442 -0.444 0.215 -0.01
N -5.1903 3.8537 1.9144 0.367 0.343 0.059 0.00
N -1.8388 -0.2783 -1.9973 -0.217 -0.702 0.223 0.00
N -0.2132 1.9802 -2.3071 0.554 -0.019 0.205 -0.01
C -2.0084 3.5693 -3.0229 -0.184 -0.228 0.288 0.00
C 0.5715 -3.4102 3.2828 0.246 0.229 -0.120 0.00
C 0.8014 -4.2924 -0.9232 0.243 0.313 -0.090 0.00
C 1.5282 -2.2201 3.2662 0.010 -0.114 0.664 0.00
C -0.8014 2.4097 3.4689 -0.119 -0.076 0.095 0.00
C -0.7483 -0.3523 -2.9824 0.159 0.481 -0.039 0.00
C -3.9787 2.0484 0.9017 -0.342 1.211 0.425 0.00
C -0.5251 3.3678 -2.6890 -0.088 0.047 0.063 0.00
C 2.8659 -2.5830 3.9080 -0.301 0.114 -0.215 0.00
C -3.6008 1.1700 -3.0759 0.072 0.168 0.301 0.00
C -5.3993 2.5215 1.3098 0.261 -0.965 -0.450 0.00
C -0.3189 1.0466 -3.4528 -0.186 -0.384 0.258 0.00
C 3.1206 -3.8504 -0.0682 -0.239 0.135 -0.098 0.00
C -3.2051 -0.2042 -2.5317 -0.168 0.255 0.001 0.00
C 2.4897 2.3669 0.2498 -0.024 -0.473 0.019 0.00
C 2.0262 -3.3898 -1.0236 0.243 -0.580 -0.362 0.00
C 2.5714 -3.3415 -2.4519 -0.171 0.025 0.350 0.00
C 3.0131 0.5346 -1.4010 -0.213 -0.097 0.251 0.00
C 0.8934 -1.0126 3.9542 0.103 -0.286 -0.261 0.00
C 2.5840 0.8517 0.0324 0.618 0.716 -0.258 0.00
C 3.6272 0.2837 0.9895 -0.319 0.014 -0.050 0.00
H 0.0559 3.6842 -3.5666 0.010 0.019 0.170 0.00
H 0.7658 1.9575 -2.0122 -0.274 0.091 -0.047 0.00
H -0.2502 4.0209 -1.8523 0.006 -0.108 -0.108 0.00
H 1.5473 -0.1483 3.8479 0.079 0.127 0.031 0.00
H 0.3855 -4.2391 0.0804 -0.081 -0.109 0.181 0.00
H 2.7092 -2.9052 4.9316 0.030 -0.040 0.178 0.00
H 0.6355 0.9568 -3.9825 -0.098 0.088 0.001 0.00
H -5.8567 1.8107 1.9960 0.015 0.141 0.048 0.00
H 2.4302 1.0809 -2.1384 -0.053 0.102 -0.167 0.00
H -3.3610 -0.9290 -3.3425 0.034 -0.007 0.138 0.00
H 4.5694 0.8076 0.8573 0.077 0.073 -0.050 0.00
H 2.4128 2.5819 1.3130 -0.017 0.099 0.007 0.00
H -0.3580 -3.1536 2.7799 -0.131 -0.028 0.017 0.00
H -3.8736 -0.4672 -1.7048 0.061 0.015 -0.188 0.00
H -5.3151 3.8539 2.9310 -0.012 0.053 -0.267 0.00
H -1.7999 -1.1437 -1.4375 0.047 0.365 -0.392 0.00
H -2.2836 4.6097 -2.8546 0.051 -0.004 -0.112 0.00
H 3.4615 -4.8431 -0.3473 0.041 -0.100 -0.036 0.00
H 3.9664 -3.1680 -0.1069 0.120 0.057 0.017 0.00
H 3.5364 -1.7270 3.8993 0.058 0.097 0.041 0.00
H -5.7605 4.5983 1.5075 0.083 -0.150 0.085 0.00
H 2.8794 -4.3336 -2.7664 0.023 -0.124 -0.068 0.00
H 3.3394 -3.3888 3.3546 0.038 -0.127 -0.037 0.00
H -4.6853 1.2086 -3.1794 0.077 -0.063 -0.140 0.00
H -2.2323 3.3359 -4.0615 -0.027 0.037 -0.016 0.00
H 1.6170 2.7871 -0.2601 0.027 0.050 -0.042 0.00
H -1.0382 -0.9410 -3.8612 0.054 -0.070 0.126 0.00
H 2.8957 -0.5275 -1.5831 0.066 0.007 -0.129 0.00
H 2.7382 -3.8770 0.9458 0.070 -0.096 0.152 0.00
H 4.0568 0.7980 -1.5373 0.122 0.128 -0.036 0.00
H -6.0116 2.5689 0.4081 0.000 0.173 0.131 0.00
H 0.0432 2.0157 4.0368 -0.179 0.037 -0.191 0.00
H 0.0375 -3.9712 -1.6283 -0.097 -0.012 -0.087 0.00
H -3.1580 1.3679 -4.0482 -0.063 -0.003 -0.062 0.00
H 3.4366 -2.6841 -2.5038 0.083 0.048 -0.006 0.00
H 0.3481 -3.6947 4.3059 -0.045 -0.061 0.138 0.00
H 3.3787 2.8558 -0.1380 0.084 0.049 -0.048 0.00
H 1.8116 -2.9765 -3.1384 -0.106 0.028 -0.107 0.00
H -0.0671 -0.8143 3.4848 -0.062 0.085 0.054 0.00
H -4.1329 3.9683 1.6669 -0.529 0.189 0.261 0.00
H 0.7369 -1.2146 5.0078 -0.025 -0.009 0.201 0.00
H 1.0201 -4.2618 2.7774 0.058 -0.120 -0.034 0.00
H 3.7864 -0.7719 0.8014 0.138 -0.176 -0.001 0.00
H 1.0767 -5.3193 -1.1394 -0.034 -0.160 -0.012 0.00
H -1.3372 3.1799 4.0236 0.058 -0.185 -0.148 0.00
H 3.3000 0.3998 2.0178 0.010 0.028 0.178 0.00
H 0.1011 -0.8446 -2.4945 -0.109 0.004 -0.044 0.00
H -1.0439 1.4390 -4.1647 0.053 0.034 0.041 0.00
```
Forces are in eV/Å.

# 2
The following is a quantum chemistry calculation of a molecular structure, C4H9NOSe in a non-equilibrium geometry, from OMol25.

Results
Kohn-Sham gap in Eh: 0.311
HOMO in eV: -7.85
Electronic energy in eV: -73175.86747
ΔE to the lowest compared entry with this formula, charge and spin in kcal per mole: 23.16

```
16
Properties=species:S:1:pos:R:3:forces:R:3:nbo_charge:R:1
Se -0.8264 1.6001 0.3490 -0.380 0.507 0.133 0.25
O -0.5525 -1.9769 -1.1980 0.157 -1.168 -0.468 -0.58
N 0.6545 -0.1509 -1.8427 0.058 1.360 -0.523 -0.83
C 1.4356 -0.0309 1.2965 -1.234 -2.794 1.391 -0.64
C -1.7832 0.3889 -0.7741 3.786 -4.162 2.009 -0.71
C -0.0758 0.3326 1.6780 1.804 2.600 -0.504 -0.55
C -0.3978 -0.8271 -1.4343 -4.234 0.990 2.989 0.72
H 0.3150 0.7729 -2.0051 0.662 1.047 -0.215 0.39
H 2.0773 0.5566 0.6858 -0.334 1.392 -0.489 0.23
H 1.9952 -0.2130 2.2224 -0.141 0.140 0.042 0.21
H -2.2325 0.7271 -1.6244 -1.435 1.285 -1.917 0.21
H -0.7402 -0.4534 1.9687 -0.179 -0.828 -0.469 0.23
H 1.4881 -1.0315 0.7872 -0.439 0.777 0.398 0.22
H 1.1985 -0.5210 -2.5773 0.850 -0.699 -0.665 0.40
H -2.3820 -0.2312 -0.0595 0.273 0.326 -1.310 0.23
H -0.1739 1.0578 2.5278 0.786 -0.773 -0.402 0.22
```
Forces are in eV/Å.

# 3
The following is a quantum chemistry calculation of 3 unconnected molecules or ions with the total composition C4H10O in a non-equilibrium geometry, from OMol25.

Results
Kohn-Sham gap in Eh: 0.309
HOMO in eV: -8.24
Electronic energy in eV: -6353.47455
ΔE to the lowest compared entry with this formula, charge and spin in kcal per mole: 99.81

```
15
Properties=species:S:1:pos:R:3:forces:R:3:nbo_charge:R:1
O -0.2712 2.2151 1.5267 0.054 -0.135 0.199 -0.97
C 0.0119 0.8848 -1.4513 0.313 1.055 0.177 -0.64
C 0.5537 -0.7877 0.2811 -0.552 1.894 -0.401 -0.19
C 0.1531 -1.9838 0.9481 0.971 -1.749 -2.878 -0.44
C -0.3722 0.0364 -0.2626 1.024 -1.269 -1.086 -0.37
H -0.5748 0.8415 -2.3747 -0.626 -0.296 0.521 0.22
H 0.9424 -2.5316 1.4585 -0.308 -0.092 -0.061 0.22
H -1.3746 -0.3781 -0.1757 -0.194 0.602 0.050 0.20
H 1.6308 -0.7456 0.1253 -0.136 0.599 -0.239 0.22
H 1.0037 0.6085 -1.8303 0.082 0.242 0.474 0.21
H 0.3182 -2.3336 -0.6702 -0.696 -0.860 4.055 0.18
H -0.8282 2.8720 1.1028 -0.069 -0.098 -0.067 0.46
H -0.8288 -2.0002 1.4073 -0.154 -0.433 -0.476 0.22
H -0.3807 1.3654 1.0374 0.045 0.660 0.275 0.48
H 0.0167 1.9370 -1.1224 0.245 -0.120 -0.541 0.21
```
Forces are in eV/Å.

# 4
The following is a quantum chemistry calculation of a molecular structure, C40H36As2NO9SSn, from OMol25.

Results
Kohn-Sham gap in Eh: 0.262
HOMO in eV: -4.92
Electronic energy in eV: -200327.69328
Net charge: -1
ΔE to the lowest compared entry with this formula, charge and spin in kcal per mole: 12.88

```
90
Properties=species:S:1:pos:R:3:forces:R:3:mulliken_charge:R:1
Sn -0.8560 -1.1568 -1.5755 0.378 0.827 -0.246 1.94
As 1.9041 -1.5776 0.4107 0.647 -0.011 0.167 0.67
As 0.1174 1.5901 1.4110 0.364 0.428 0.280 0.96
S -2.4354 -3.6183 -2.4454 0.420 -0.173 -0.306 1.49
O 0.2342 4.0590 -4.9012 -0.001 0.042 -0.007 -0.62
O -2.4178 3.0064 -4.1583 -0.048 -0.012 -0.052 -0.67
O -1.9198 0.5655 -2.4657 -0.024 -0.643 0.339 -0.70
O -3.8338 -2.4939 -4.8291 0.151 -0.085 0.021 -0.67
O -1.7965 -3.7039 -1.1364 -0.355 -0.047 0.014 -0.65
O 0.7566 0.4760 -1.7896 -0.034 -0.085 -0.051 0.35
O -1.5180 -2.9028 -3.3873 -0.395 -0.215 -0.042 -0.86
O -2.9484 -4.8563 -2.9620 -0.039 -0.026 -0.086 -0.79
O 2.2628 2.4446 -3.4870 -0.044 0.048 0.068 -0.71
N -2.6411 -1.1845 0.2456 -0.323 0.129 0.231 1.19
C -1.0677 1.4326 -2.9142 0.274 0.275 -0.326 0.53
C 0.4027 3.2209 3.8861 0.091 -0.009 -0.054 -0.35
C -5.5517 -1.4097 -3.7034 0.033 -0.058 -0.041 -0.68
C 4.6744 -2.1575 -3.4042 0.024 -0.003 0.016 -0.44
C 0.2949 1.3646 -2.6097 -0.095 -0.103 0.196 0.06
C 3.9894 -4.5125 3.5380 0.022 -0.003 -0.019 -0.42
C -3.7525 -2.1479 0.1275 -0.045 -0.102 -0.225 -1.68
C 3.3264 -2.4694 -3.4669 0.045 -0.024 -0.010 -0.62
C -1.6704 2.0474 3.6867 0.016 -0.138 -0.105 -0.20
C 2.7235 0.1378 1.0021 -0.352 0.075 -0.081 -1.05
C 2.5328 -2.3423 -2.3352 -0.012 -0.114 0.140 -0.45
C -6.1648 -0.9975 -2.5424 -0.042 0.069 0.037 -0.49
C 2.7066 -2.5381 3.0540 0.017 0.050 -0.075 -0.46
C -3.8248 -2.4910 -2.3892 -0.105 -0.064 -0.264 0.34
C -1.3032 3.5089 5.5582 0.008 -0.014 -0.041 -0.42
C -4.3723 -2.1486 -3.6473 -0.039 0.037 0.318 0.29
C 3.2737 -3.4065 3.9747 0.021 -0.027 0.054 -0.76
C 4.4297 -1.6009 -1.0786 -0.053 0.078 0.054 0.01
C 3.0668 -1.8859 -1.1342 0.025 0.023 -0.074 -0.09
C 0.0191 3.1437 -4.1511 -0.011 0.032 -0.050 0.40
C -3.1101 0.1967 0.3230 -0.181 0.116 0.001 -1.04
C 1.9888 3.6971 0.4914 0.049 -0.068 -0.080 0.04
C -0.0356 3.7998 5.0662 -0.053 -0.016 0.049 -0.75
C -5.5933 -1.2731 -1.3079 -0.144 -0.039 0.019 -0.75
C -4.4235 -2.0115 -1.2161 0.112 0.096 -0.074 0.27
C 1.8584 0.8911 2.0199 0.178 -0.177 -0.068 -1.27
C -0.3337 4.2859 0.5407 0.014 -0.151 -0.042 -0.70
C -2.1206 2.6295 4.8660 0.016 0.020 0.061 -0.64
C -0.0254 5.5666 0.1173 0.030 0.049 -0.008 -0.76
C -0.4070 2.3341 3.1787 -0.116 -0.090 -0.134 0.17
C -1.3470 2.5751 -3.7891 -0.111 -0.040 0.151 -0.06
C 1.2996 5.9218 -0.1108 -0.036 0.015 -0.002 -0.48
C 1.0578 2.3241 -3.4035 0.217 0.086 0.070 0.01
C 4.1345 -4.7401 2.1772 -0.008 -0.002 0.016 -0.72
C 2.3026 4.9856 0.0726 0.002 -0.044 -0.053 -0.72
C 3.5652 -3.8693 1.2575 -0.015 0.048 0.013 -0.47
C 0.6712 3.3389 0.7397 0.024 0.049 -0.081 0.53
C -1.8209 -1.5134 1.4050 0.095 -0.165 0.133 -0.97
C 2.8556 -2.7488 1.6839 -0.210 -0.090 -0.091 0.51
C 5.2286 -1.7354 -2.2025 0.018 -0.011 -0.027 -0.73
H -1.3679 4.0074 0.7147 -0.025 0.055 0.001 0.37
H 3.3333 5.2451 -0.1335 -0.004 -0.001 0.003 0.39
H 2.8766 0.7008 0.0801 -0.024 0.066 0.021 0.57
H 1.3807 3.4852 3.5001 -0.008 0.016 -0.024 0.26
H 5.2976 -2.2478 -4.2851 -0.014 0.008 -0.006 0.36
H -3.3255 -3.1394 0.2314 -0.044 -0.014 0.135 0.67
H 4.6897 -5.6022 1.8276 -0.017 0.004 -0.002 0.38
H 3.1500 -3.2283 5.0363 -0.007 0.024 -0.016 0.40
H -6.0627 -0.9006 -0.4054 0.056 -0.003 0.033 0.34
H -0.8171 6.2871 -0.0448 0.002 -0.006 0.003 0.39
H -1.4271 -2.5240 1.2894 -0.018 -0.004 0.015 0.30
H -2.3930 -1.4503 2.3431 -0.022 0.005 -0.048 0.39
H 1.4938 -2.6360 -2.3942 -0.111 0.065 -0.024 0.46
H -3.6987 0.4415 -0.5576 -0.011 0.001 0.001 0.22
H 0.6046 4.4917 5.5999 0.010 -0.006 -0.019 0.39
H -3.7161 0.3625 1.2278 0.010 -0.034 -0.007 0.40
H 1.6151 0.2158 2.8432 -0.078 0.147 0.094 0.33
H 3.6756 -4.0617 0.1981 0.027 -0.013 -0.014 0.40
H 2.1393 -1.6845 3.4064 -0.001 -0.055 0.067 0.25
H -0.9806 -0.8196 1.4598 -0.126 -0.114 0.064 -0.06
H 1.5456 6.9202 -0.4497 -0.018 -0.008 -0.001 0.38
H 6.2854 -1.5046 -2.1455 -0.008 0.011 0.013 0.38
H -2.9096 -2.7800 -4.6976 -0.023 0.031 0.067 0.43
H 2.8846 -2.8072 -4.3957 0.000 -0.013 0.017 0.43
H 2.4143 1.7261 2.4496 0.032 0.000 0.039 0.59
H 2.7849 2.9694 0.5913 0.003 0.019 0.039 0.08
H -7.0790 -0.4189 -2.5935 0.010 -0.008 -0.010 0.37
H -1.6536 3.9755 6.4706 0.011 -0.015 0.001 0.36
H 4.4264 -5.1972 4.2544 0.002 0.016 -0.002 0.36
H -5.9488 -1.1654 -4.6795 -0.003 0.008 0.016 0.42
H -3.1116 2.4021 5.2396 0.007 -0.014 -0.017 0.41
H 4.8718 -1.2715 -0.1455 0.026 0.019 -0.016 0.28
H -2.2478 0.8627 0.3420 -0.161 -0.033 0.025 -0.02
H -4.4911 -1.9932 0.9282 0.080 0.135 -0.015 0.48
H 3.6917 -0.0731 1.4561 0.061 -0.055 -0.074 0.61
H -2.3165 1.3619 3.1482 -0.015 0.026 0.004 0.26
```
Forces are in eV/Å.